{
  "formula": "C51H72N9O3SSeTi",
  "method": "ωB97M-V/def2-TZVPD",
  "homo_energy_ha": [-0.2253, -0.2687],
  "relative_energy_kcal_mol": 21.9,
  "gap_ev": [6.19, 7.37],
  "lumo_ev": [0.063, 0.061],
  "max_force_ev_per_a": 1.91,
  "spin_multiplicity": 2,
  "symbols": ["Ti", "C", "C", "C", "C", "C", "C", "C", "Se", "C", "C", "C", "C", "C", "C", "O", "C", "C", "C", "C", "C", "C", "C", "C", "C", "O", "C", "C", "C", "C", "C", "C", "H", "H", "H", "H", "H", "H", "H", "H", "H", "H", "H", "H", "H", "H", "H", "H", "H", "H", "H", "H", "H", "H", "H", "H", "H", "H", "H", "H", "H", "H", "H", "H", "H", "H", "H", "H", "H", "H", "H", "H", "C", "N", "C", "C", "N", "N", "C", "N", "N", "H", "H", "H", "H", "H", "H", "H", "H", "H", "H", "H", "O", "C", "C", "C", "C", "C", "C", "N", "H", "H", "H", "H", "H", "H", "H", "H", "H", "H", "H", "N", "C", "C", "C", "C", "C", "C", "C", "C", "C", "H", "H", "H", "H", "C", "N", "C", "C", "N", "C", "S", "H", "H", "H", "H", "H", "H"],
  "coordinates": [[-0.276616, -0.036302, -0.245552], [-0.240745, 5.877866, -5.446287], [-1.124769, 4.623681, -5.501353], [-0.740602, 3.828679, -6.748665], [-2.596642, 5.045048, -5.623391], [-0.936388, 3.798124, -4.227096], [-0.763947, 2.422170, -4.228151], [-0.553492, 1.729904, -3.036436], [-0.617621, -0.197139, -3.141276], [-2.490661, -0.490516, -2.822502], [-3.322319, -1.003585, -3.808974], [-4.632076, -1.344239, -3.503041], [-5.052050, -1.152209, -2.182935], [-4.252934, -0.632118, -1.168739], [-2.929794, -0.276601, -1.508134], [-2.071707, 0.227592, -0.634451], [-4.755146, -0.500329, 0.278141], [-6.228012, -0.897658, 0.408484], [-4.618934, 0.952950, 0.767370], [-3.932400, -1.426669, 1.189157], [-5.616833, -1.896558, -4.536577], [-4.955716, -2.107891, -5.899008], [-6.779786, -0.909686, -4.709555], [-6.164737, -3.251694, -4.060412], [-0.427762, 2.389500, -1.789622], [0.068305, 1.790596, -0.709501], [-0.873954, 3.735669, -1.762610], [-1.053534, 4.393447, -2.973910], [-1.361085, 4.471819, -0.494247], [-2.884477, 4.667023, -0.662647], [-0.704920, 5.854877, -0.361754], [-1.171840, 3.710257, 0.822388], [-0.350116, 6.458317, -6.368397], [0.811778, 5.600185, -5.336766], [-0.506854, 6.526788, -4.608589], [-0.808579, 4.473549, -7.628550], [-1.408367, 2.978230, -6.910218], [0.284422, 3.454324, -6.678074], [-2.763121, 5.611803, -6.546171], [-2.897319, 5.671427, -4.778545], [-3.245392, 4.164667, -5.635514], [-0.810545, 1.849197, -5.145732], [-2.924532, -1.129749, -4.808212], [-6.068918, -1.427456, -1.933955], [-6.868074, -0.308851, -0.255063], [-6.555525, -0.712085, 1.433959], [-6.385965, -1.959231, 0.195389], [-5.173919, 1.630988, 0.110714], [-3.578118, 1.265629, 0.792541], [-5.028202, 1.041769, 1.778618], [-3.968079, -2.459113, 0.819179], [-4.355080, -1.414116, 2.200801], [-2.893649, -1.108115, 1.252947], [-4.615978, -1.164346, -6.332691], [-5.676115, -2.553381, -6.587831], [-4.099263, -2.783588, -5.827063], [-6.417768, 0.036579, -5.122853], [-7.264919, -0.693534, -3.753907], [-7.532625, -1.318780, -5.391740], [-5.346173, -3.964257, -3.917244], [-6.852948, -3.665157, -4.803426], [-6.703214, -3.163321, -3.113497], [-1.352359, 5.437728, -2.936076], [-3.124732, 5.268955, -1.543358], [-3.299801, 5.166346, 0.219458], [-3.375806, 3.694922, -0.770591], [-0.955853, 6.514128, -1.196312], [0.383888, 5.777652, -0.321766], [-1.045663, 6.340015, 0.558321], [-1.576369, 2.702534, 0.774328], [-1.705106, 4.254012, 1.609245], [-0.127115, 3.626597, 1.123323], [-1.893150, -4.081446, -2.123648], [-0.960296, -4.426975, -1.058266], [-1.367106, -5.614340, -0.300620], [-0.395838, -3.363009, -0.370689], [-0.804993, -2.162650, -0.441670], [0.716374, -3.723439, 0.367443], [1.443684, -2.882896, 1.221467], [2.474049, -3.557582, 1.870543], [1.186971, -1.653286, 1.293513], [-2.081544, -4.977826, -2.713423], [-1.458373, -3.329115, -2.774536], [-2.856938, -3.708011, -1.751683], [-1.232522, -6.510788, -0.906215], [-2.422539, -5.548119, -0.011828], [-0.783473, -5.717357, 0.611165], [-1.677388, -2.140708, -0.962235], [1.048704, -4.659595, 0.235784], [2.307453, -4.518432, 2.125589], [2.898621, -3.024129, 2.611643], [1.756889, -1.154557, 1.972081], [1.611142, -0.362221, -1.064680], [2.616582, -1.054629, -1.272050], [2.672172, -2.040588, -2.406950], [3.698729, -1.673661, -3.511181], [4.819005, -0.730838, -3.064950], [5.700412, -1.290448, -1.951190], [4.904533, -1.715415, -0.702525], [3.686365, -0.940994, -0.509084], [1.673587, -2.102867, -2.826032], [2.905422, -3.019142, -1.978004], [3.162976, -1.198427, -4.333088], [4.133360, -2.594411, -3.904942], [4.378183, 0.213908, -2.737641], [5.448491, -0.496105, -3.924610], [6.439428, -0.533590, -1.678337], [6.253315, -2.159587, -2.318180], [5.507163, -1.585902, 0.192426], [4.648104, -2.773623, -0.760939], [3.614261, -0.318100, 0.301119], [-1.221630, -1.005721, 9.652718], [-1.154820, -0.757356, 8.532478], [-1.066124, -0.455287, 7.118876], [-0.096666, 0.426043, 6.648566], [0.008995, 0.686453, 5.293797], [-0.848301, 0.069812, 4.373656], [-1.830219, -0.803220, 4.863552], [-1.938576, -1.062962, 6.218411], [-0.700097, 0.281733, 2.964668], [-0.522390, 0.389040, 1.759302], [0.568792, 0.903658, 7.356577], [0.765647, 1.363957, 4.919912], [-2.498833, -1.276788, 4.155568], [-2.696104, -1.739404, 6.593631], [4.577671, 3.210267, 3.655990], [3.672234, 3.186453, 2.522143], [3.146107, 4.301861, 1.873985], [2.342004, 3.842248, 0.904419], [2.388148, 2.464301, 0.967815], [3.206201, 2.047421, 1.959701], [3.678026, 0.475576, 2.404048], [4.974058, 4.216100, 3.762434], [5.388485, 2.508518, 3.488748], [4.060115, 2.922800, 4.568113], [3.390355, 5.308628, 2.168766], [1.763477, 4.363796, 0.160999], [1.760932, 1.879036, 0.440009]],
  "atomic_forces_ev_per_a": [[1.25, -1.44, -0.12], [0.04, 0.00, -0.01], [-0.03, -0.01, 0.08], [0.01, -0.05, -0.04], [-0.04, 0.02, 0.02], [-0.04, -0.04, -0.05], [0.00, -0.03, 0.18], [-0.04, 0.04, -0.13], [-0.04, 0.27, -0.12], [0.10, 0.01, -0.07], [0.01, -0.01, -0.01], [-0.03, 0.02, -0.01], [0.01, 0.03, 0.08], [-0.08, -0.09, 0.11], [0.12, 0.13, -0.13], [-1.57, 0.05, -0.10], [0.03, 0.09, -0.08], [-0.02, -0.01, -0.05], [-0.02, -0.02, -0.07], [-0.05, -0.04, 0.02], [0.02, -0.04, 0.06], [0.02, 0.00, 0.01], [-0.03, 0.05, -0.01], [0.04, -0.01, 0.04], [0.14, -0.05, -0.04], [-0.10, 1.39, -0.64], [-0.04, 0.07, 0.14], [-0.07, 0.10, 0.01], [0.00, 0.01, 0.00], [0.01, -0.03, -0.01], [-0.02, 0.01, -0.01], [0.03, 0.06, 0.05], [0.00, -0.04, 0.07], [-0.07, 0.03, -0.01], [0.02, -0.04, -0.06], [0.00, -0.04, 0.02], [0.04, 0.05, 0.01], [-0.05, 0.01, -0.02], [0.02, -0.03, 0.08], [0.01, -0.04, -0.06], [0.03, 0.06, -0.01], [0.04, 0.04, 0.02], [-0.02, 0.00, 0.04], [0.03, 0.02, -0.01], [0.03, -0.03, 0.06], [0.02, -0.03, -0.03], [-0.01, 0.05, -0.02], [0.02, -0.04, 0.06], [0.02, 0.01, -0.01], [0.01, -0.01, -0.06], [-0.02, 0.07, 0.05], [0.04, -0.01, -0.08], [0.04, 0.02, 0.00], [0.00, -0.04, 0.02], [0.01, 0.02, -0.01], [-0.04, 0.01, -0.02], [-0.04, -0.06, 0.05], [0.02, -0.04, -0.09], [0.06, 0.03, 0.04], [-0.06, 0.03, -0.01], [0.02, 0.03, 0.04], [0.03, -0.01, -0.07], [0.05, -0.09, 0.00], [0.02, -0.05, 0.06], [0.04, -0.03, -0.07], [0.03, 0.08, 0.02], [0.02, -0.04, 0.05], [-0.05, 0.04, 0.01], [0.02, -0.03, -0.06], [-0.03, 0.02, 0.02], [0.05, 0.00, -0.02], [-0.18, -0.03, -0.03], [-0.02, -0.16, 0.10], [-0.14, -0.27, -0.02], [0.00, 0.11, -0.08], [0.29, -0.38, 0.27], [-0.43, -0.06, -0.27], [0.05, 0.16, 0.13], [-0.13, -0.26, -0.04], [-0.02, -0.05, -0.11], [0.03, 0.13, -0.12], [0.00, 0.00, 0.01], [0.05, 0.08, -0.06], [-0.01, 0.01, 0.02], [0.00, 0.02, -0.02], [0.02, 0.02, 0.00], [0.01, 0.01, -0.02], [-0.08, 0.05, 0.01], [0.14, -0.06, -0.12], [-0.07, 0.01, 0.07], [0.04, 0.03, 0.04], [-0.01, 0.09, 0.02], [0.20, 0.18, 0.05], [0.08, -0.13, -0.23], [0.07, -0.12, -0.10], [0.00, 0.08, 0.12], [-0.04, -0.14, 0.01], [-0.05, 0.07, 0.05], [-0.06, 0.11, -0.13], [0.40, -0.08, 0.08], [-0.11, -0.02, -0.02], [0.03, 0.01, -0.01], [-0.02, -0.01, -0.02], [-0.01, -0.02, -0.04], [0.03, 0.03, -0.02], [-0.02, 0.02, -0.03], [-0.02, -0.02, 0.01], [0.02, 0.03, 0.02], [0.00, 0.00, 0.08], [-0.03, -0.05, 0.02], [0.07, -0.07, 0.08], [0.00, -0.01, 0.06], [0.01, 0.12, -0.46], [-0.03, -0.11, 0.29], [0.09, 0.12, -0.02], [0.01, 0.00, 0.04], [0.01, -0.04, -0.12], [-0.01, 0.01, 0.05], [-0.08, -0.04, -0.07], [0.02, 0.22, 0.06], [-0.27, 0.01, 1.31], [0.02, -0.01, -0.05], [0.01, -0.01, 0.04], [0.00, 0.00, 0.05], [0.01, 0.00, -0.05], [-0.03, 0.09, -0.09], [0.14, 0.19, 0.21], [0.23, -0.08, 0.29], [0.01, -0.17, -0.20], [0.07, 0.04, 0.14], [-0.01, 0.29, -0.17], [-0.08, 0.20, 0.10], [0.00, 0.03, 0.00], [0.06, -0.05, -0.04], [-0.06, -0.02, 0.04], [0.03, -0.11, 0.00], [0.02, -0.15, 0.10], [-0.25, -0.26, -0.33]]
}